No. 1
Here is a molecular structure, C40H48N7O4W at a distorted geometry from the OMol25 dataset. Energies are from ωB97M-V/def2-TZVPD.

- frontier orbital gap (spin up / spin down) (eV) = 7.02 / 6.33
- total charge = +3
- energy above the lowest of the compared OMol25 structures with the same formula, charge and spin (eV) = 0.348
- DFT total energy (eV) = -62680.77356
- spin multiplicity = 3

Element x y z (Å)
W (-0.45, -0.11, -0.02)
C (-2.75, -2.18, -0.40)
O (-1.47, -1.57, -0.43)
C (-0.38, -2.66, -2.59)
C (-0.92, -1.49, -3.30)
O (-1.02, -0.24, -2.53)
C (-1.18, 0.81, -3.52)
C (-1.90, 2.06, -3.08)
O (-1.25, 2.73, -2.02)
C (-1.68, 4.09, -1.93)
H (-2.60, -3.25, -0.53)
H (-3.23, -1.98, 0.56)
H (-3.35, -1.77, -1.21)
H (0.67, -2.74, -2.34)
H (-0.96, -3.57, -2.52)
H (-0.27, -1.26, -4.15)
H (-1.92, -1.69, -3.68)
H (-0.21, 1.06, -3.96)
H (-1.81, 0.39, -4.31)
H (-1.91, 2.71, -3.96)
H (-2.94, 1.83, -2.82)
H (-1.12, 4.72, -2.62)
H (-2.75, 4.17, -2.17)
H (-1.52, 4.44, -0.91)
C (2.74, 0.49, -2.95)
C (3.25, 1.79, -2.82)
C (2.70, 2.61, -1.87)
C (1.65, 2.16, -1.06)
N (1.13, 0.94, -1.21)
C (1.71, 0.13, -2.13)
N (1.21, 3.07, -0.12)
C (0.39, 2.80, 0.79)
N (-0.24, 1.57, 1.14)
C (-1.09, 1.85, 2.25)
N (-1.80, 1.06, 2.94)
C (-1.67, -0.31, 2.88)
C (-2.30, -1.04, 3.89)
C (-2.08, -2.39, 4.01)
C (-1.22, -3.01, 3.11)
C (-0.67, -2.26, 2.11)
N (-0.91, -0.93, 1.96)
C (-1.02, 3.28, 2.56)
C (-1.66, 4.00, 3.54)
C (-1.34, 5.36, 3.62)
C (-0.41, 5.94, 2.75)
C (0.24, 5.18, 1.78)
C (-0.10, 3.84, 1.71)
H (3.13, -0.21, -3.66)
H (4.05, 2.14, -3.46)
H (3.04, 3.62, -1.70)
H (1.31, -0.87, -2.20)
H (-2.91, -0.48, 4.58)
H (-2.56, -2.95, 4.80)
H (-0.99, -4.07, 3.18)
H (-0.04, -2.72, 1.37)
H (-2.37, 3.54, 4.21)
H (-1.82, 5.97, 4.37)
H (-0.19, 6.99, 2.85)
H (0.97, 5.62, 1.11)
N (-2.43, 0.75, -0.10)
C (-3.54, 1.08, -0.01)
N (-4.78, 1.41, 0.12)
C (-5.24, 2.82, -0.04)
C (-6.03, 2.95, -1.33)
C (-7.17, 1.93, -1.38)
C (-6.65, 0.50, -1.19)
C (-5.86, 0.38, 0.10)
H (-4.37, 3.47, 0.00)
H (-5.87, 3.03, 0.83)
H (-5.36, 2.80, -2.18)
H (-6.42, 3.97, -1.40)
H (-7.70, 2.01, -2.32)
H (-7.89, 2.16, -0.59)
H (-6.01, 0.23, -2.03)
H (-7.47, -0.22, -1.16)
H (-5.41, -0.60, 0.25)
H (-6.49, 0.60, 0.97)
C (6.70, 2.21, 0.77)
C (5.59, 1.21, 0.75)
C (4.44, 1.40, 1.54)
C (3.41, 0.51, 1.54)
C (2.38, 0.59, 2.63)
C (3.49, -0.62, 0.64)
C (2.42, -1.40, 0.24)
O (1.17, -1.13, 0.26)
C (4.73, -0.91, -0.06)
C (5.02, -2.16, -0.85)
C (5.72, 0.04, 0.00)
H (6.45, 3.09, 1.37)
H (6.93, 2.53, -0.25)
H (7.61, 1.76, 1.17)
H (4.41, 2.24, 2.23)
H (2.24, 1.62, 2.95)
H (2.77, 0.03, 3.49)
H (1.42, 0.16, 2.38)
H (2.62, -2.34, -0.26)
H (4.16, -2.75, -1.15)
H (5.65, -2.81, -0.24)
H (5.58, -1.92, -1.74)
H (6.64, -0.13, -0.55)

No. 2
Here is 2 unconnected molecules or ions with the total composition C21H23NO5S2 at a distorted geometry from the OMol25 dataset. Energies are from ωB97M-V/def2-TZVPD.

- structure (SMILES) = C#CCc1ccc2c(c1)Sc1ccc(COC(C)=O)cc1N2.CCOS(C)(=O)=O
- frontier orbital gap (eV) = 8.50
- DFT total energy (eV) = -55545.40221

Element x y z (Å)
C (-2.81, -0.80, 5.29)
C (-3.64, -1.56, 4.85)
C (-4.67, -2.40, 4.11)
C (-4.35, -2.32, 2.59)
C (-4.40, -3.42, 1.71)
C (-4.05, -3.24, 0.34)
C (-3.65, -1.99, -0.20)
C (-3.65, -0.90, 0.73)
C (-3.99, -1.03, 2.09)
S (-3.15, 0.70, 0.03)
C (-1.81, 0.15, -1.07)
C (-0.64, 0.91, -1.23)
C (0.40, 0.43, -2.07)
C (0.20, -0.81, -2.71)
C (1.30, -1.44, -3.62)
O (2.60, -1.43, -3.00)
C (2.87, -2.58, -2.27)
C (1.82, -3.27, -1.38)
O (3.96, -3.06, -2.40)
C (-1.00, -1.57, -2.57)
C (-2.05, -1.10, -1.73)
N (-3.27, -1.85, -1.57)
H (-1.91, -0.22, 5.48)
H (-5.70, -2.03, 4.27)
H (-4.62, -3.44, 4.50)
H (-4.70, -4.40, 2.12)
H (-4.09, -4.11, -0.35)
H (-3.93, -0.13, 2.72)
H (-0.49, 1.87, -0.70)
H (1.32, 1.03, -2.18)
H (1.02, -2.50, -3.82)
H (1.27, -0.88, -4.57)
H (2.27, -3.88, -0.58)
H (1.09, -2.55, -0.95)
H (1.26, -3.98, -2.04)
H (-1.11, -2.53, -3.10)
H (-3.06, -2.75, -1.99)
C (2.85, 5.21, 2.20)
C (3.12, 5.58, 0.75)
O (4.09, 4.72, 0.14)
S (3.65, 3.24, -0.26)
C (5.07, 2.82, -1.21)
O (2.51, 3.31, -1.13)
O (3.64, 2.42, 0.92)
H (2.37, 4.23, 2.27)
H (2.19, 5.94, 2.66)
H (3.78, 5.16, 2.76)
H (2.20, 5.59, 0.16)
H (3.53, 6.59, 0.71)
H (5.10, 3.46, -2.09)
H (4.98, 1.78, -1.50)
H (5.96, 2.96, -0.60)

No. 3
Here is 11 unconnected molecules or ions with the total composition C38H107N9O11 at a distorted geometry from the OMol25 dataset. Energies are from ωB97M-V/def2-TZVPD.

- structure (SMILES) = COC[C@H](C)N.COC[C@H](C)N.COC[C@H](C)N.COC[C@H](C)N.COC[C@H](C)N.COC[C@H](C)N.COC[C@H](C)N.COC[C@H](C)N.COC[C@H](C)N.CO.CO
- frontier orbital gap (eV) = 9.18
- energy above the lowest of the compared OMol25 structures with the same formula, charge and spin (eV) = 3.081
- DFT total energy (eV) = -77067.26026

Element x y z (Å)
C (3.24, -3.49, -6.58)
O (2.54, -3.00, -5.44)
C (2.28, -3.96, -4.45)
C (1.93, -3.20, -3.19)
C (3.05, -2.59, -2.44)
N (1.25, -4.07, -2.23)
H (3.81, -2.70, -7.09)
H (2.60, -3.95, -7.33)
H (4.07, -4.10, -6.22)
H (1.43, -4.58, -4.76)
H (3.15, -4.58, -4.25)
H (1.21, -2.43, -3.44)
H (3.66, -3.43, -2.10)
H (2.73, -2.13, -1.50)
H (3.78, -1.95, -2.93)
H (0.89, -3.53, -1.46)
H (0.41, -4.41, -2.69)
C (-1.58, -7.68, 0.70)
O (-1.77, -6.33, 0.91)
C (-1.36, -5.41, -0.09)
C (-1.43, -3.99, 0.46)
C (-2.82, -3.60, 0.87)
N (-0.86, -2.91, -0.38)
H (-1.71, -8.32, 1.57)
H (-0.59, -7.83, 0.27)
H (-2.24, -7.96, -0.12)
H (-0.32, -5.58, -0.36)
H (-1.97, -5.53, -0.99)
H (-0.91, -3.94, 1.42)
H (-3.27, -4.38, 1.48)
H (-3.47, -3.39, 0.02)
H (-2.86, -2.66, 1.42)
H (-0.80, -2.07, 0.17)
H (-1.49, -2.68, -1.14)
C (-4.03, 4.66, 1.05)
O (-2.70, 4.40, 1.42)
C (-2.59, 3.74, 2.69)
C (-1.24, 4.13, 3.35)
C (0.01, 3.74, 2.50)
N (-1.17, 3.47, 4.65)
H (-4.09, 4.92, 0.00)
H (-4.28, 5.59, 1.56)
H (-4.68, 3.82, 1.29)
H (-3.36, 4.15, 3.35)
H (-2.81, 2.69, 2.52)
H (-1.09, 5.19, 3.52)
H (0.05, 4.22, 1.52)
H (0.00, 2.69, 2.22)
H (0.97, 3.74, 3.02)
H (-2.02, 3.54, 5.18)
H (-0.57, 4.02, 5.24)
C (3.67, 1.51, 2.94)
O (2.68, 1.18, 3.90)
C (3.28, 0.53, 5.01)
C (3.92, 1.54, 6.00)
C (4.76, 0.99, 7.10)
N (2.94, 2.50, 6.49)
H (4.35, 2.24, 3.37)
H (3.19, 1.92, 2.05)
H (4.23, 0.61, 2.65)
H (2.50, -0.07, 5.47)
H (4.14, -0.11, 4.82)
H (4.62, 2.17, 5.45)
H (5.69, 0.52, 6.76)
H (4.22, 0.24, 7.69)
H (5.02, 1.82, 7.75)
H (2.42, 2.13, 7.27)
H (2.24, 2.40, 5.77)
C (3.34, -2.40, 1.94)
O (4.54, -1.80, 1.52)
C (5.38, -2.68, 0.77)
C (6.49, -1.84, 0.25)
C (5.98, -0.76, -0.75)
N (7.55, -2.66, -0.36)
H (2.71, -2.77, 1.13)
H (2.77, -1.65, 2.49)
H (3.41, -3.24, 2.63)
H (5.69, -3.46, 1.46)
H (4.84, -3.28, 0.04)
H (6.99, -1.33, 1.08)
H (6.72, -0.13, -1.23)
H (5.45, -0.03, -0.14)
H (5.29, -1.21, -1.48)
H (8.17, -2.03, -0.86)
H (7.10, -3.12, -1.14)
C (-2.07, 8.20, -1.71)
O (-2.18, 6.93, -2.30)
C (-1.39, 5.89, -1.68)
C (-1.74, 4.51, -2.27)
C (-1.05, 3.34, -1.56)
N (-1.34, 4.44, -3.65)
H (-2.42, 8.94, -2.42)
H (-1.05, 8.45, -1.41)
H (-2.72, 8.26, -0.83)
H (-0.32, 6.11, -1.71)
H (-1.53, 5.88, -0.59)
H (-2.82, 4.34, -2.18)
H (-1.33, 2.34, -1.90)
H (-1.37, 3.52, -0.53)
H (0.02, 3.51, -1.54)
H (-1.97, 5.04, -4.15)
H (-1.69, 3.58, -4.05)
C (-3.28, 0.28, 0.40)
O (-4.45, -0.28, -0.29)
C (-4.44, -0.36, -1.68)
C (-5.92, -0.71, -2.06)
C (-6.35, -2.14, -1.70)
N (-6.22, -0.53, -3.47)
H (-3.45, 0.63, 1.42)
H (-2.94, 1.18, -0.12)
H (-2.49, -0.46, 0.34)
H (-4.30, 0.64, -2.09)
H (-3.71, -1.06, -2.09)
H (-6.60, 0.03, -1.63)
H (-5.65, -2.83, -2.17)
H (-7.39, -2.38, -1.94)
H (-6.24, -2.32, -0.64)
H (-5.60, -1.09, -4.04)
H (-7.15, -0.90, -3.63)
C (-0.98, -0.10, -2.84)
O (-2.08, 0.38, -3.54)
C (-1.64, 0.95, -4.81)
C (-2.85, 1.38, -5.67)
C (-2.50, 1.74, -7.04)
N (-3.42, 2.51, -4.97)
H (-0.46, -0.84, -3.45)
H (-1.35, -0.60, -1.95)
H (-0.25, 0.67, -2.63)
H (-1.11, 1.89, -4.66)
H (-0.93, 0.30, -5.32)
H (-3.46, 0.48, -5.64)
H (-2.06, 0.93, -7.63)
H (-1.77, 2.55, -7.06)
H (-3.30, 2.16, -7.64)
H (-3.61, 2.16, -4.04)
H (-4.34, 2.67, -5.34)
C (0.40, -4.19, 4.62)
O (-0.07, -2.86, 4.96)
C (0.14, -1.83, 3.99)
C (-0.69, -0.57, 4.47)
C (-2.19, -0.59, 4.26)
N (-0.29, 0.63, 3.74)
H (-0.37, -4.73, 4.07)
H (0.75, -4.74, 5.49)
H (1.32, -4.05, 4.04)
H (1.21, -1.61, 3.98)
H (-0.06, -2.10, 2.96)
H (-0.45, -0.43, 5.53)
H (-2.67, -1.38, 4.84)
H (-2.43, -0.81, 3.22)
H (-2.75, 0.29, 4.57)
H (0.64, 0.92, 4.01)
H (-0.87, 1.39, 4.06)
C (1.01, 0.18, 0.48)
O (-0.22, -0.30, 0.95)
H (1.31, -0.47, -0.34)
H (0.91, 1.18, 0.06)
H (1.73, 0.22, 1.31)
H (-0.36, -0.03, 1.86)
C (2.89, 1.60, -2.51)
O (2.86, 2.99, -2.28)
H (2.36, 1.07, -1.72)
H (2.48, 1.45, -3.51)
H (3.95, 1.33, -2.59)
H (3.39, 3.20, -1.50)

No. 4
Here is C3HCl2F in the gas phase at a distorted geometry from the OMol25 dataset. Energies are from ωB97M-V/def2-TZVPD.

- structure (SMILES) = C#CC(F)(Cl)Cl
- frontier orbital gap (eV) = 11.27
- energy above the lowest of the compared OMol25 structures with the same formula, charge and spin (eV) = 0.317
- DFT total energy (eV) = -30886.91802

Element x y z (Å)
C (2.22, -0.88, -1.23)
C (1.37, -0.36, -0.57)
C (0.21, 0.11, 0.15)
F (0.54, 0.63, 1.42)
Cl (-0.79, 1.38, -0.68)
Cl (-1.01, -1.24, 0.62)
H (2.96, -1.32, -1.82)

No. 5
Here is 9 unconnected molecules or ions with the total composition C36H54O21 at a distorted geometry from the OMol25 dataset. Energies are from ωB97M-V/def2-TZVPD.

- structure (SMILES) = C[C@H]1COC(=O)O1.C[C@H]1COC(=O)O1.C[C@H]1COC(=O)O1.O=C1CCCO1.O=C1CCCO1.O=C1CCCO1.O=C1CCCO1.O=C1CCCO1.O=C1CCCO1
- frontier orbital gap (eV) = 9.77
- DFT total energy (eV) = -81207.42298

Element x y z (Å)
C (-0.17, 2.00, 5.31)
C (0.38, 2.85, 4.14)
C (-0.63, 3.05, 3.08)
O (-0.46, 4.41, 2.71)
C (0.17, 5.05, 3.73)
O (0.28, 6.23, 3.80)
O (0.69, 4.16, 4.59)
H (-1.00, 2.45, 5.87)
H (0.60, 1.69, 6.03)
H (-0.44, 1.05, 4.80)
H (1.30, 2.42, 3.79)
H (-1.66, 2.87, 3.37)
H (-0.50, 2.34, 2.28)
C (-0.37, 1.04, -1.43)
C (0.18, -0.39, -1.11)
C (-0.43, -1.06, 0.12)
O (-0.89, -2.35, -0.34)
C (-0.68, -2.43, -1.68)
O (-0.88, -3.41, -2.38)
O (-0.27, -1.26, -2.23)
H (0.09, 1.80, -0.78)
H (-1.45, 1.09, -1.32)
H (-0.04, 1.15, -2.48)
H (1.27, -0.41, -1.13)
H (-1.28, -0.49, 0.50)
H (0.22, -1.36, 0.93)
C (0.15, -1.81, -5.67)
C (-1.35, -2.05, -6.09)
C (-2.20, -0.80, -6.07)
O (-3.11, -1.02, -7.16)
C (-2.46, -1.84, -8.05)
O (-2.85, -2.02, -9.18)
O (-1.31, -2.30, -7.49)
H (0.23, -1.26, -4.72)
H (0.63, -1.34, -6.52)
H (0.63, -2.78, -5.62)
H (-1.77, -2.90, -5.51)
H (-1.70, 0.15, -6.28)
H (-2.81, -0.69, -5.18)
O (2.79, 1.43, -1.76)
C (2.77, 2.58, -1.44)
C (2.43, 3.13, -0.10)
C (3.02, 4.56, -0.13)
C (3.00, 4.85, -1.65)
O (3.07, 3.55, -2.30)
H (1.30, 3.18, -0.05)
H (2.72, 2.42, 0.67)
H (2.44, 5.28, 0.45)
H (4.04, 4.52, 0.26)
H (2.14, 5.41, -2.06)
H (3.86, 5.44, -1.99)
O (4.77, -1.54, -4.54)
C (4.36, -2.05, -3.52)
C (2.98, -1.89, -2.87)
C (3.22, -2.21, -1.42)
C (4.39, -3.11, -1.52)
O (5.10, -2.81, -2.71)
H (2.60, -0.91, -3.11)
H (2.32, -2.61, -3.34)
H (3.45, -1.30, -0.88)
H (2.36, -2.75, -1.01)
H (5.06, -3.02, -0.66)
H (4.11, -4.17, -1.52)
O (1.51, -4.10, 0.64)
C (0.55, -4.25, 1.32)
C (-0.52, -5.25, 1.10)
C (-1.23, -5.34, 2.44)
C (-1.00, -3.94, 2.97)
O (0.34, -3.52, 2.44)
H (-1.20, -4.83, 0.34)
H (-0.04, -6.15, 0.75)
H (-2.28, -5.57, 2.37)
H (-0.73, -6.13, 3.03)
H (-1.74, -3.25, 2.58)
H (-0.88, -3.80, 4.04)
O (1.31, 0.71, 2.29)
C (1.98, -0.21, 2.49)
C (1.91, -1.13, 3.71)
C (3.04, -2.07, 3.50)
C (3.45, -1.93, 2.06)
O (2.99, -0.64, 1.65)
H (1.99, -0.47, 4.57)
H (0.94, -1.64, 3.68)
H (3.86, -1.80, 4.17)
H (2.84, -3.11, 3.72)
H (4.52, -1.88, 1.86)
H (3.08, -2.67, 1.36)
O (-2.62, 2.35, 0.45)
C (-2.43, 3.29, -0.25)
C (-3.34, 4.10, -1.16)
C (-2.55, 5.41, -1.38)
C (-1.12, 4.91, -1.31)
O (-1.20, 3.85, -0.29)
H (-3.49, 3.59, -2.11)
H (-4.31, 4.17, -0.69)
H (-2.76, 5.93, -2.32)
H (-2.73, 6.02, -0.50)
H (-0.79, 4.44, -2.24)
H (-0.37, 5.61, -0.94)
O (-4.07, -3.44, 3.47)
C (-4.12, -2.27, 3.27)
C (-5.21, -1.41, 2.63)
C (-4.46, -0.14, 2.25)
C (-3.41, -0.06, 3.23)
O (-3.13, -1.42, 3.66)
H (-5.72, -1.96, 1.85)
H (-5.91, -1.17, 3.46)
H (-4.04, -0.26, 1.24)
H (-5.10, 0.75, 2.27)
H (-2.47, 0.31, 2.83)
H (-3.72, 0.58, 4.07)

No. 6
Here is 2 unconnected molecules or ions with the total composition C14H28N5O9 at a distorted geometry from the OMol25 dataset. Energies are from ωB97M-V/def2-TZVPD.

- frontier orbital gap (eV) = 8.80
- total charge = +1
- DFT total energy (eV) = -40846.62866

Element x y z (Å)
O (0.94, 0.86, -5.63)
O (-0.26, 5.20, 3.99)
O (-2.68, 0.95, 0.46)
O (3.35, -2.56, -4.70)
O (-1.40, 4.18, 5.66)
O (-3.85, 2.89, 0.49)
O (-1.70, 4.29, 1.96)
O (-3.42, 0.33, 3.05)
O (-0.89, 1.88, 2.78)
C (1.15, -0.19, -5.05)
C (-1.16, 4.47, 4.37)
C (-3.24, 1.84, 1.09)
C (3.38, -2.18, -3.54)
C (-0.49, -1.67, 2.03)
N (0.32, -2.69, 2.17)
N (4.33, -2.66, -2.74)
N (-0.92, -1.27, 0.85)
N (1.83, -0.15, -3.90)
N (-0.85, -1.05, 3.11)
C (0.58, -1.47, -5.64)
C (4.59, -2.35, -1.33)
C (-2.10, 3.89, 3.29)
C (-3.33, 1.72, 2.63)
C (-0.59, -1.84, -0.46)
C (0.58, -1.10, -1.12)
C (-2.12, 2.35, 3.35)
C (1.16, -1.93, -2.27)
C (2.32, -1.20, -2.98)
H (-0.72, 4.66, 6.17)
H (-3.68, 2.81, -0.46)
H (-1.34, 5.21, 1.99)
H (-4.22, -0.09, 2.68)
H (-0.64, 2.50, 2.06)
H (0.61, -2.98, 3.09)
H (0.59, -3.20, 1.36)
H (4.97, -3.29, -3.20)
H (-1.54, -0.46, 0.85)
H (2.11, 0.80, -3.69)
H (-0.52, -1.33, 4.02)
H (-1.44, -0.22, 3.04)
H (0.98, -2.36, -5.16)
H (0.85, -1.50, -6.70)
H (-0.50, -1.45, -5.54)
H (4.90, -1.31, -1.23)
H (5.39, -2.99, -0.96)
H (3.69, -2.52, -0.73)
H (-3.11, 4.28, 3.50)
H (-4.24, 2.24, 2.94)
H (-1.47, -1.75, -1.12)
H (-0.36, -2.90, -0.37)
H (1.37, -0.94, -0.38)
H (0.24, -0.13, -1.48)
H (-2.18, 2.04, 4.40)
H (0.36, -2.16, -2.98)
H (1.52, -2.87, -1.86)
H (2.86, -0.66, -2.20)

Which of these has the lowest DFT total energy?
C36H54O21

DFT total energy of number 3 (C38H107N9O11)?
-77067.26026 eV

What is the formula in the first record?
C40H48N7O4W